Formula: C2H11N2O
Source: OMol25
Level of theory: ωB97M-V/def2-TZVPD

Element x y z (Å)
1 C -2.21 -0.86 -0.51
2 N -1.39 0.26 0.18
3 H -2.38 -0.63 -1.63
4 H -1.76 -1.87 -0.58
5 H -3.16 -0.98 0.05
6 H -1.42 0.17 1.19
7 H -1.87 1.18 0.04
8 H -0.40 0.27 -0.23
9 N 0.90 0.79 -0.86
10 C 1.83 0.19 -0.01
11 O 1.00 -0.41 1.20
12 H 1.09 1.81 -0.68
13 H 1.08 0.66 -1.85
14 H 2.48 -0.64 -0.38
15 H 2.55 0.97 0.65
16 H 1.51 -1.02 1.67

Computed properties:
relative energy (zero: lowest compared OMol25 entry of this formula, charge and spin)	172.3	kJ/mol
HOMO	-14.579	eV
total charge	+1

Formula: C7H10
Source: OMol25
Level of theory: ωB97M-V/def2-TZVPD

Element x y z (Å)
1 C -1.20 -0.91 -1.23
2 C -0.68 -1.97 -0.68
3 C 0.29 -0.88 -1.05
4 C 1.02 -0.04 0.00
5 C 0.63 1.46 -0.10
6 C -0.55 1.12 0.84
7 C 0.29 -0.05 1.36
8 H -2.05 -0.47 -1.72
9 H -1.37 0.76 0.21
10 H -0.82 -2.98 -0.36
11 H 0.86 -0.99 -1.97
12 H 2.08 -0.30 0.00
13 H 0.39 1.84 -1.09
14 H 1.38 2.12 0.36
15 H 0.93 0.33 2.15
16 H -0.94 1.84 1.56
17 H -0.18 -0.99 1.69

Computed properties:
relative energy (zero: lowest compared OMol25 entry of this formula, charge and spin)	330.9	kJ/mol
HOMO	-9.238	eV
SMILES	C1=CC1C1CCC1

Formula: C10H12INO2
Source: OMol25
Level of theory: ωB97M-V/def2-TZVPD

Element x y z (Å)
1 C 1.59 2.02 -0.47
2 C 2.88 2.39 -0.73
3 C 2.24 0.36 1.13
4 C 1.26 1.09 0.56
5 C 3.95 1.75 -0.15
6 C 3.58 0.64 0.85
7 C 0.06 -1.43 -0.75
8 C -2.07 -0.84 0.27
9 C -0.23 0.68 0.82
10 C -0.70 -0.22 -0.30
11 N 5.80 -0.04 1.45
12 O 5.15 2.02 -0.24
13 O 4.48 0.09 1.62
14 I 6.39 -0.60 -0.33
15 H 0.75 2.41 -1.02
16 H 3.08 3.11 -1.48
17 H 2.10 -0.39 1.91
18 H 0.99 -0.90 -0.92
19 H -0.35 -1.71 -1.61
20 H 0.12 -2.22 -0.04
21 H -2.38 -1.56 -0.44
22 H -1.75 -1.36 1.16
23 H -2.92 -0.24 0.53
24 H -0.34 0.24 1.90
25 H -0.68 1.65 0.82
26 H -0.91 0.41 -1.13

Computed properties:
HOMO (spin up / spin down)	-8.725 / -8.291	eV

Formula: C6H13N2
Source: OMol25
Level of theory: ωB97M-V/def2-TZVPD

Element x y z (Å)
1 C 1.58 -0.21 -0.08
2 C -0.60 -0.42 -0.13
3 C 2.96 -0.01 -0.17
4 C -1.36 -1.01 -1.35
5 C -1.54 -0.60 1.15
6 C -0.34 2.05 0.20
7 N 0.03 0.85 -0.42
8 N 0.68 -1.18 0.00
9 H 3.09 0.55 -1.08
10 H 3.47 -0.98 -0.24
11 H 3.28 0.69 0.62
12 H -0.82 -1.15 -2.32
13 H -2.20 -0.46 -1.58
14 H -1.84 -1.93 -1.02
15 H -2.13 0.29 1.06
16 H -0.95 -0.77 2.08
17 H -2.07 -1.65 1.09
18 H -1.32 2.35 -0.29
19 H -0.64 1.87 1.27
20 H 0.39 2.78 -0.15
21 H 0.85 -2.13 0.09

Computed properties:
relative energy (zero: lowest compared OMol25 entry of this formula, charge and spin)	408.8	kJ/mol
HOMO (spin up / spin down)	-13.445 / -13.445	eV
total charge	+1

Formula: C38H51BeCl3N2O3PSi
Source: OMol25
Level of theory: ωB97M-V/def2-TZVPD

Element x y z (Å)
1 C -2.48 -2.20 -4.70
2 C -1.53 -2.54 -3.59
3 H -1.98 -2.14 -5.68
4 H -2.98 -1.24 -4.50
5 H -3.25 -2.99 -4.77
6 C -0.71 -3.60 -3.64
7 C -0.75 -4.62 -4.74
8 H -0.03 -3.82 -2.82
9 H -0.43 -4.23 -5.72
10 H -1.76 -5.04 -4.87
11 H -0.09 -5.45 -4.48
12 Be 0.29 -0.22 -3.80
13 Cl -0.75 0.44 1.03
14 Cl -1.65 1.83 -2.88
15 H 0.41 5.49 3.19
16 H -1.71 4.66 2.19
17 C 1.03 4.77 2.65
18 C -1.08 4.72 1.30
19 N 0.25 4.18 1.58
20 H 1.37 3.99 3.34
21 C 0.86 3.37 0.70
22 O 2.04 2.99 0.82
23 H -1.53 4.13 0.49
24 H 0.21 3.05 -0.13
25 H 1.92 5.28 2.24
26 H -1.01 5.78 0.97
27 H 1.84 -1.75 -4.12
28 H 2.90 -2.74 -1.55
29 C 2.79 -1.21 -3.97
30 C 3.53 -1.85 -1.71
31 N 2.86 -0.89 -2.56
32 H 2.81 -0.29 -4.57
33 C 2.15 0.15 -2.15
34 O 1.37 0.75 -2.99
35 H 3.79 -1.41 -0.74
36 H 2.31 0.50 -1.13
37 H 3.58 -1.89 -4.25
38 H 4.43 -2.17 -2.24
39 O -0.70 -0.55 -2.45
40 C -1.56 -1.63 -2.36
41 C -0.04 -2.56 -0.50
42 C -1.31 -2.43 -1.07
43 H 0.78 -1.94 -0.87
44 C 0.17 -3.48 0.54
45 H -2.60 -1.27 -2.31
46 C -2.37 -3.14 -0.52
47 H 1.18 -3.66 0.93
48 C -0.91 -4.18 1.10
49 C -2.18 -4.01 0.55
50 H -3.37 -3.00 -0.95
51 H -0.77 -4.84 1.96
52 H -3.04 -4.55 0.97
53 Si -0.60 3.50 -3.43
54 Cl 0.28 -0.95 -5.53
55 C 1.15 3.71 -2.83
56 C -1.97 4.82 -3.25
57 C -0.36 3.28 -5.28
58 H 1.33 3.51 -1.78
59 H 1.53 4.72 -3.04
60 H 1.77 3.00 -3.39
61 H 0.53 2.66 -5.46
62 H -0.22 4.22 -5.81
63 H -1.21 2.75 -5.70
64 H -1.64 5.65 -2.61
65 H -2.87 4.34 -2.84
66 H -2.22 5.21 -4.26
67 C -0.58 3.49 5.68
68 C 0.51 2.63 5.80
69 C 0.63 1.54 4.94
70 C -0.34 1.32 3.95
71 C -1.44 2.18 3.84
72 C -1.55 3.27 4.70
73 P -0.21 -0.13 2.91
74 C 1.49 -0.66 2.77
75 C 2.48 0.30 2.46
76 C 3.78 -0.10 2.19
77 C 4.12 -1.46 2.26
78 C 3.17 -2.40 2.63
79 C 1.85 -2.01 2.88
80 C -1.33 -1.44 3.43
81 C -0.93 -2.31 4.46
82 C -1.76 -3.36 4.84
83 C -3.02 -3.51 4.25
84 C -3.45 -2.60 3.28
85 C -2.61 -1.56 2.87
86 H -0.68 4.35 6.35
87 H 1.26 2.79 6.57
88 H 1.47 0.85 5.04
89 H -2.21 1.98 3.08
90 H -2.41 3.95 4.61
91 H 2.21 1.35 2.39
92 H 4.52 0.65 1.92
93 H 5.14 -1.77 2.02
94 H 3.44 -3.45 2.71
95 H 1.11 -2.76 3.14
96 H 0.03 -2.17 4.96
97 H -1.42 -4.06 5.59
98 H -3.67 -4.34 4.54
99 H -4.43 -2.70 2.82
100 H -2.94 -0.86 2.10

Computed properties:
relative energy (zero: lowest compared OMol25 entry of this formula, charge and spin)	0.0	kJ/mol
HOMO (spin up / spin down)	-0.893 / -1.086	eV
total charge	-1

Formula: C29H33IN3O4PS
Source: OMol25
Level of theory: ωB97M-V/def2-TZVPD

Element x y z (Å)
1 C 0.54 4.32 1.50
2 C -0.95 4.15 1.86
3 C -1.36 2.79 2.34
4 C -1.89 2.55 3.55
5 C -2.11 3.56 4.64
6 C -0.93 3.58 5.64
7 C 0.13 4.63 5.29
8 I 2.13 3.90 5.47
9 C -2.29 1.16 3.91
10 O -2.63 0.89 5.05
11 C -2.29 0.10 2.86
12 P -3.08 -1.48 3.31
13 S -4.68 -1.93 2.29
14 C -1.79 0.33 1.65
15 C -1.87 -0.75 0.59
16 O -1.12 -0.53 -0.59
17 C 0.20 -0.85 -0.52
18 C 1.02 -0.14 -1.55
19 O 0.62 -1.65 0.27
20 C -1.16 1.67 1.37
21 O -0.49 1.84 0.38
22 H 1.06 4.92 2.25
23 H 1.06 3.37 1.39
24 H 0.64 4.86 0.56
25 H -1.55 4.38 0.97
26 H -1.21 4.91 2.59
27 H -2.31 4.55 4.22
28 H -3.00 3.26 5.20
29 H -1.30 3.75 6.65
30 H -0.47 2.59 5.64
31 H 0.07 5.50 5.93
32 H 0.06 4.96 4.25
33 H -3.30 -1.35 4.68
34 H -2.04 -2.42 3.21
35 H -1.60 -1.71 1.03
36 H -2.92 -0.83 0.28
37 H 1.20 -0.82 -2.39
38 H 0.54 0.75 -1.93
39 H 1.98 0.10 -1.12
40 N -3.31 6.79 1.94
41 C -3.60 6.49 0.68
42 C -3.60 7.42 -0.35
43 C -3.28 8.74 -0.05
44 C -2.98 9.06 1.26
45 C -3.01 8.06 2.21
46 H -3.85 5.45 0.48
47 H -3.84 7.12 -1.36
48 H -3.27 9.49 -0.83
49 H -2.72 10.08 1.54
50 H -2.77 8.28 3.25
51 N 2.01 -2.92 -3.87
52 C 2.76 -3.33 -2.85
53 C 3.50 -4.50 -2.85
54 C 3.45 -5.31 -3.98
55 C 2.68 -4.90 -5.05
56 C 1.98 -3.71 -4.95
57 H 2.76 -2.68 -1.98
58 H 4.09 -4.77 -1.99
59 H 4.01 -6.23 -4.04
60 H 2.61 -5.50 -5.95
61 H 1.36 -3.36 -5.77
62 N 4.10 -8.30 -5.25
63 C 4.52 -9.10 -4.28
64 C 4.32 -10.48 -4.26
65 C 3.63 -11.05 -5.32
66 C 3.18 -10.23 -6.34
67 C 3.44 -8.87 -6.26
68 H 5.06 -8.62 -3.46
69 H 4.69 -11.07 -3.44
70 H 3.44 -12.12 -5.34
71 H 2.64 -10.63 -7.18
72 H 3.11 -8.20 -7.05

Computed properties:
relative energy (zero: lowest compared OMol25 entry of this formula, charge and spin)	0.0	kJ/mol
HOMO	-8.747	eV
SMILES	CCC1=C(CCCI)C(=O)C([PH2]=S)=C(COC(C)=O)C1=O.c1ccncc1.c1ccncc1.c1ccncc1

Formula: C8H12FN
Source: OMol25
Level of theory: ωB97M-V/def2-TZVPD

Element x y z (Å)
1 C -1.03 -2.30 1.43
2 C -0.31 -2.52 0.32
3 C -1.54 -0.98 1.71
4 C 0.10 -1.40 -0.55
5 C 0.07 0.04 0.31
6 C 0.46 2.46 0.39
7 C 1.08 1.15 -1.72
8 C 0.14 1.29 -0.57
9 N -1.14 0.06 1.15
10 F -0.85 -1.44 -1.50
11 H -1.45 -3.17 1.89
12 H 0.21 -3.43 -0.02
13 H -2.19 -0.82 2.66
14 H 1.13 -1.44 -0.96
15 H 0.97 -0.09 0.84
16 H -0.51 2.76 0.72
17 H 0.97 3.25 -0.10
18 H 1.03 2.06 1.22
19 H 1.99 0.80 -1.49
20 H 1.21 2.12 -2.30
21 H 0.61 0.29 -2.35
22 H -0.96 1.32 -1.07

Computed properties:
relative energy (zero: lowest compared OMol25 entry of this formula, charge and spin)	188.6	kJ/mol
HOMO	-8.894	eV
SMILES	CC(C)[C@H]1N=CC=C[C@H]1F

Formula: C21H27BNO3
Source: OMol25
Level of theory: ωB97M-V/def2-TZVPD

Element x y z (Å)
1 C 1.10 -2.29 2.35
2 C 1.31 -1.32 1.29
3 C 2.29 -0.35 1.10
4 C 1.85 0.41 -0.05
5 C 0.61 -0.10 -0.44
6 B -1.96 2.40 2.55
7 O -2.82 1.43 2.16
8 C -3.06 0.52 3.33
9 C -2.44 1.21 4.57
10 N -1.47 2.22 3.99
11 C -0.05 1.65 3.99
12 C -1.43 3.71 4.26
13 C -0.89 4.30 2.94
14 O -1.32 3.38 1.86
15 O 0.28 -1.14 0.39
16 H 1.94 -2.26 3.04
17 H 0.18 -2.10 2.93
18 H 1.07 -3.33 1.99
19 H 3.12 -0.11 1.78
20 H 2.39 1.23 -0.48
21 H -4.15 0.39 3.37
22 H -2.57 -0.44 3.09
23 H -3.23 1.64 5.21
24 H -1.85 0.46 5.12
25 H 0.47 1.92 4.90
26 H -0.06 0.55 3.92
27 H 0.55 2.01 3.13
28 H -2.43 4.10 4.49
29 H -0.73 3.96 5.06
30 H -1.33 5.26 2.64
31 H 0.21 4.37 2.92
32 C -0.25 1.79 -1.73
33 C -1.58 2.63 -1.84
34 C -2.58 1.74 -1.16
35 C -1.97 0.70 -0.55
36 C -0.56 0.43 -1.13
37 C -0.73 -0.86 -1.95
38 C -1.48 -1.94 -1.43
39 C -1.34 -3.23 -1.97
40 C -0.32 -3.49 -2.90
41 C 0.56 -2.44 -3.24
42 C 0.37 -1.16 -2.75
43 H 0.27 1.72 -2.69
44 H 0.38 2.34 -0.99
45 H -1.42 3.55 -1.23
46 H -1.82 2.96 -2.88
47 H -3.63 2.01 -1.18
48 H -2.48 -0.03 0.09
49 H -2.18 -1.81 -0.59
50 H -2.00 -4.03 -1.62
51 H -0.13 -4.50 -3.27
52 H 1.43 -2.61 -3.86
53 H 1.10 -0.37 -2.87

Computed properties:
relative energy (zero: lowest compared OMol25 entry of this formula, charge and spin)	115.4	kJ/mol
HOMO	-9.816	eV
total charge	+1